# 1
DFT (the ωB97M-V functional and the def2-TZVPD basis) results for a 2-piece molecular cluster, C2H5N2O2 overall.

Geometry (Å):
H  1.15559  1.38311  0.89039
O  -2.50546  0.11502  1.12710
N  2.85839  -0.16642  0.08766
C  -2.57014  -0.04130  -0.10690
H  3.21203  -0.94660  -0.44631
H  1.08886  -1.02984  -0.60037
C  1.57757  -0.22777  -0.03747
N  0.65250  0.64396  0.42500
H  -3.54264  -0.00613  -0.62506
O  -1.58235  -0.20126  -0.88137
H  -0.34435  0.47723  0.16732

Summary:
* charge: -1
* HOMO: -4.77 eV



# 2
DFT (the ωB97M-V functional and the def2-TZVPD basis) results for C34H48BrN4O4P2S3Sn as an isolated structure.

Geometry (Å):
C  -2.20959  2.18508  -2.97821
C  0.82879  2.45330  5.38715
O  1.42656  -1.21638  -0.73042
H  -3.56467  0.25018  -1.90477
H  1.78789  -2.91900  4.41636
H  1.29119  -2.13661  -3.82214
H  2.23822  -0.09044  -5.19696
H  -2.23916  -5.04940  1.14255
N  -2.28073  0.95765  1.42199
H  -3.35510  2.55162  -5.28390
C  1.37000  3.81286  -0.61455
C  3.37591  -1.43419  2.53555
H  -0.12348  4.15156  -4.45699
C  -1.22100  -3.04256  -1.02114
C  1.58235  -4.95966  -0.98187
H  -0.67797  -5.75162  1.57869
H  -0.99301  -3.74412  -1.82549
C  -3.31463  -1.30826  1.31699
N  -0.51342  2.87115  0.70784
H  3.45791  -1.18827  -4.57846
Sn  -0.62900  0.77274  -0.27027
C  3.26927  0.62647  -3.40435
S  -0.05785  5.27546  1.30729
H  -0.18621  -1.18670  4.58646
H  0.77524  -0.53798  -3.20917
C  1.08601  1.93836  4.13219
C  2.67954  -0.48266  -4.28169
H  -5.15363  2.98615  -3.87295
S  -4.00223  0.61834  3.23188
H  3.15278  -5.97570  -2.03387
O  0.71696  -1.21483  2.28760
H  2.33041  4.04671  -0.15492
P  1.88863  -2.34197  2.09595
P  -0.41488  -3.56979  0.53611
Br  1.31313  4.22443  5.77402
O  1.31645  0.80191  1.55041
C  2.29830  -3.41022  0.69580
H  -4.97976  3.56253  -2.21081
H  2.19898  -4.31939  3.39607
H  4.96390  -4.83943  -0.80054
H  -1.22742  -5.78843  -0.10706
H  0.52039  -3.74623  3.48364
H  0.16734  3.06690  -3.08781
C  -3.19426  2.12364  3.17934
H  4.45347  -3.19222  0.91750
C  -0.14761  0.36211  6.07075
H  -0.62578  -0.23944  6.83193
C  -4.08653  1.20093  -1.82076
H  0.01114  2.09115  7.33663
C  3.46254  0.04654  -1.99423
N  -3.53721  2.16508  -2.76393
H  -1.80331  2.75560  -6.08838
C  3.93049  -4.61263  -0.57514
C  1.63235  -1.18217  -3.42639
H  -0.87675  -2.04907  -1.30602
C  0.21101  1.67277  6.35915
C  0.98760  0.12696  2.48942
C  3.63704  -3.67620  0.40538
H  1.20886  4.53017  -1.41929
C  1.26433  -4.03627  0.00429
C  0.72724  0.61923  3.85056
H  -2.62500  4.16747  -5.41267
H  0.79577  -5.47081  -1.52404
H  4.49619  -0.23804  -1.80337
H  3.12618  0.69615  -1.18484
H  0.23248  2.44313  -4.74906
C  -0.27171  3.14126  -4.07649
H  -5.13442  1.04002  -2.06434
H  -3.86574  4.13342  -3.44867
H  -1.88382  4.97512  2.91058
C  -1.41386  3.19671  1.71117
N  -1.69805  2.86267  -4.01414
C  1.56460  -3.43746  3.48296
H  1.56985  2.54255  3.37630
H  2.58479  1.47700  -3.36758
S  2.44675  -1.46362  -1.83405
C  2.91027  -5.24988  -1.26894
H  -4.01910  1.56567  -0.79032
H  -2.98248  -1.33096  0.27836
C  -3.12369  0.06078  1.88763
C  -2.42373  3.10700  -5.26397
C  -1.21164  -5.19503  0.80830
H  -2.73275  -2.04095  1.87986
H  4.21406  0.98579  -3.80689
C  0.10700  -0.17182  4.81791
H  3.21276  -0.94236  3.49511
C  -2.31600  2.13283  2.15077
H  -2.30312  -3.02503  -0.88460
H  -3.40913  2.90410  3.89161
H  1.43096  2.81067  -1.03983
C  -4.43278  3.27389  -3.10860
C  -1.30658  4.47242  2.15111
H  -4.36074  -1.60598  1.35557
H  3.64111  -0.69218  1.78294
H  4.19978  -2.13201  2.65973
C  0.27192  3.87939  0.39536
O  -1.43714  1.52237  -2.19988

Summary:
* charge: +3
* HOMO: -15.73 eV



The calculation returns the following ΔE to the lowest compared entry with this formula, charge and spin values, one per record and in order: 26.2, 34.6 kJ/mol.
The calculation returns the following max |F| values, one per record and in order: 2.2, 1.1 eV/A.
The calculation returns the following lowest unoccupied orbital energy values, one per record and in order: 4.357, -7.589 eV.